# 1
77
Properties=species:S:1:pos:R:3:lowdin_charge:R:1 method="wB97M-V/def2-TZVPD" total_charge=0 largest_force_ha_per_bohr=0.080 orbital_gap_ha=0.3937 e_tot_ha=-2695.344482 relative_energy_kcal_mol=94.3 smiles="C[N+](=O)[O-].C[N+](=O)[O-].C[N+](=O)[O-].C[N+](=O)[O-].C[N+](=O)[O-].C[N+](=O)[O-].C[N+](=O)[O-].C[N+](=O)[O-].C[N+](=O)[O-].C[N+](=O)[O-].C[N+](=O)[O-]" homo_energy_ev=-10.91 molar_mass_g_mol=671.44 e_lumo_ev=-0.2
C 14.30 29.78 -16.50 0.050
N 14.31 28.34 -16.03 -0.433
O 13.90 28.13 -14.89 0.031
O 15.05 27.58 -16.60 0.065
H 15.13 29.93 -17.19 0.097
H 14.40 30.38 -15.59 0.094
H 13.30 30.01 -16.87 0.095
C 11.01 23.34 -11.95 0.025
N 10.46 22.26 -11.21 -0.480
O 11.19 21.44 -10.68 0.078
O 9.26 22.27 -11.08 0.052
H 10.60 23.25 -12.96 0.112
H 12.10 23.42 -11.89 0.107
H 10.58 24.21 -11.46 0.107
C 6.33 28.39 -8.45 0.031
N 5.63 29.55 -9.02 -0.437
O 5.15 30.41 -8.33 0.079
O 5.57 29.60 -10.28 0.026
H 5.67 28.06 -7.65 0.099
H 7.27 28.78 -8.06 0.104
H 6.55 27.53 -9.08 0.098
C 16.30 28.24 -9.22 0.050
N 17.40 28.61 -10.23 -0.395
O 18.50 27.98 -10.21 0.024
O 17.18 29.56 -10.99 0.041
H 15.49 27.77 -9.77 0.098
H 15.96 29.15 -8.73 0.090
H 16.78 27.69 -8.41 0.092
C 15.72 18.95 -6.33 0.048
N 17.06 18.94 -5.58 -0.389
O 17.31 17.97 -4.80 0.015
O 17.87 19.86 -5.74 0.050
H 15.56 19.92 -6.79 0.091
H 14.84 18.66 -5.75 0.091
H 15.87 18.23 -7.13 0.094
C 17.89 22.95 -13.49 0.052
N 17.42 22.38 -12.15 -0.423
O 17.50 23.07 -11.13 0.047
O 16.81 21.32 -12.26 0.035
H 17.06 22.82 -14.19 0.098
H 18.55 22.16 -13.85 0.093
H 18.35 23.91 -13.31 0.098
C 11.58 23.89 -3.05 0.055
N 12.35 24.09 -4.36 -0.461
O 11.79 24.38 -5.38 0.058
O 13.54 23.93 -4.28 0.063
H 11.03 22.96 -3.15 0.100
H 10.80 24.65 -3.16 0.085
H 12.15 24.18 -2.17 0.099
C 6.69 20.77 -17.86 0.026
N 7.64 20.48 -18.92 -0.483
O 8.80 20.54 -18.60 0.068
O 7.30 20.26 -20.04 0.082
H 7.20 21.48 -17.21 0.099
H 6.41 19.92 -17.24 0.107
H 5.86 21.31 -18.30 0.101
C 2.53 20.05 -10.07 0.034
N 2.05 19.19 -8.94 -0.447
O 1.04 18.52 -9.18 0.058
O 2.72 19.24 -7.93 0.068
H 2.80 20.97 -9.54 0.093
H 1.71 20.28 -10.75 0.093
H 3.39 19.60 -10.56 0.101
C 8.76 16.92 -6.39 0.033
N 8.57 15.69 -5.56 -0.418
O 8.35 15.93 -4.37 0.053
O 8.51 14.59 -6.15 0.046
H 8.31 16.69 -7.36 0.094
H 9.82 17.10 -6.55 0.097
H 8.27 17.76 -5.90 0.095
C 6.59 27.83 -17.18 0.029
N 7.96 27.66 -17.69 -0.466
O 8.37 28.54 -18.34 0.102
O 8.58 26.60 -17.48 0.035
H 6.18 28.84 -17.20 0.097
H 6.69 27.63 -16.11 0.099
H 5.88 27.18 -17.70 0.104



# 2
14
Properties=species:S:1:pos:R:3:lowdin_charge:R:1 method="wB97M-V/def2-TZVPD" total_charge=0 largest_force_ha_per_bohr=0.088 orbital_gap_ha=0.3330 e_tot_ha=-324.587989 relative_energy_kcal_mol=85.6 homo_energy_ev=-8.77 molar_mass_g_mol=97.12 e_lumo_ev=0.3
C 0.98 -0.23 0.83 -0.379
C 0.06 1.52 -0.35 -0.114
C -1.26 0.89 -0.40 -0.168
C 1.89 -1.19 0.97 0.074
C -1.39 -0.05 -1.37 0.024
O -0.49 -0.51 1.16 -0.072
N 1.09 0.92 0.15 0.083
H -0.62 -1.47 1.20 0.092
H 0.14 2.59 -0.52 0.119
H -2.09 1.55 -0.19 0.102
H 2.91 -0.99 0.66 0.062
H 1.65 -2.15 1.38 0.057
H -0.56 -0.70 -1.60 0.067
H -2.32 -0.16 -1.92 0.052



# 3
114
Properties=species:S:1:pos:R:3:lowdin_charge:R:1 method="wB97M-V/def2-TZVPD" total_charge=+2 largest_force_ha_per_bohr=0.098 orbital_gap_ha=0.1814 e_tot_ha=-3611.716118 relative_energy_kcal_mol=0.0 homo_energy_ev=-11.89 molar_mass_g_mol=1129.18 e_lumo_ev=-7.0
Pb 0.95 -0.40 -0.29 1.348
C 1.10 5.39 -2.52 -0.035
C 1.99 4.79 -3.40 -0.048
C 2.40 3.49 -3.15 -0.015
C 1.94 2.78 -2.04 -0.267
C 1.22 3.48 -1.01 0.004
C 0.80 4.78 -1.29 -0.050
N 2.24 1.42 -1.89 -0.022
N 2.72 0.92 -3.01 0.077
C 2.75 -0.40 -3.18 -0.309
C 3.23 -0.97 -4.44 0.050
C 3.19 -2.35 -4.61 -0.031
C 2.73 -3.20 -3.61 -0.023
C 2.29 -2.60 -2.44 -0.146
N 2.32 -1.28 -2.20 -0.046
H 0.64 6.39 -2.68 0.130
H 2.36 5.39 -4.27 0.133
H 3.06 2.99 -3.84 0.110
H 1.04 2.97 -0.07 0.093
H 0.30 5.33 -0.50 0.102
H 3.40 -0.30 -5.27 0.120
H 3.41 -2.76 -5.64 0.146
H 2.66 -4.26 -3.64 0.114
H 1.93 -3.18 -1.54 0.119
N 3.68 0.69 0.38 0.021
C 4.57 0.02 1.24 -0.320
C 5.89 0.45 1.37 -0.020
C 6.68 0.04 2.44 -0.047
C 6.18 -0.92 3.33 -0.057
C 4.93 -1.52 3.10 -0.052
C 4.06 -1.03 2.06 -0.282
P 2.42 -1.76 1.73 0.950
C 2.78 -3.48 1.32 -0.382
C 1.68 -4.39 1.29 -0.121
C 1.93 -5.76 1.23 -0.073
C 3.25 -6.24 1.12 -0.061
C 4.31 -5.34 1.06 -0.069
C 4.10 -3.95 1.08 -0.070
C 1.77 -1.82 3.43 -0.376
C 1.47 -0.56 3.99 -0.103
C 1.34 -0.41 5.37 -0.052
C 1.43 -1.52 6.19 -0.060
C 1.75 -2.77 5.66 -0.055
C 1.79 -2.95 4.25 -0.069
H 3.46 1.65 0.63 0.101
H 3.82 0.63 -0.61 0.051
H 6.38 1.16 0.69 0.119
H 7.71 0.45 2.58 0.130
H 6.78 -1.34 4.13 0.113
H 4.65 -2.35 3.74 0.112
H 0.65 -4.10 1.38 0.089
H 1.11 -6.51 1.23 0.123
H 3.42 -7.33 1.07 0.120
H 5.39 -5.65 1.07 0.135
H 4.95 -3.27 1.01 0.107
H 1.31 0.29 3.31 0.094
H 1.03 0.55 5.79 0.121
H 1.22 -1.49 7.27 0.122
H 1.90 -3.60 6.34 0.108
H 2.05 -3.98 3.93 0.114
O -1.74 -0.01 3.43 0.146
C -1.57 -0.13 2.21 -0.342
O -1.43 0.98 1.31 -0.021
C -1.62 -1.39 1.54 -0.228
C -2.11 -2.42 2.39 0.047
C -2.43 -3.63 1.82 0.032
C -2.36 -3.78 0.41 -0.120
C -2.91 -4.89 -0.34 -0.014
C -2.92 -4.91 -1.69 -0.072
C -2.42 -3.83 -2.41 -0.070
C -1.90 -2.74 -1.79 -0.022
C -1.88 -2.66 -0.36 -0.213
N -1.43 -1.51 0.21 0.033
H -2.38 -2.09 3.41 0.144
H -2.87 -4.44 2.40 0.132
H -3.26 -5.77 0.22 0.131
H -3.46 -5.76 -2.20 0.141
H -2.59 -3.84 -3.51 0.133
H -1.42 -1.96 -2.35 0.103
O -0.29 2.30 2.81 0.101
C -1.07 2.19 1.87 -0.386
C -1.60 3.42 1.20 -0.155
C -1.35 4.54 1.96 -0.031
C -1.85 5.81 1.61 -0.036
C -2.53 5.94 0.39 -0.045
C -2.64 4.84 -0.46 -0.090
C -2.31 3.56 -0.03 -0.317
P -2.73 2.18 -1.15 1.082
C -4.33 1.55 -0.49 -0.391
C -4.94 2.06 0.69 -0.082
C -6.17 1.59 1.17 -0.073
C -6.77 0.49 0.56 -0.079
C -6.18 -0.07 -0.57 -0.064
C -4.95 0.46 -1.07 -0.112
C -3.24 2.90 -2.74 -0.398
C -4.55 3.35 -2.92 -0.100
C -4.99 3.68 -4.20 -0.082
C -4.15 3.65 -5.29 -0.079
C -2.84 3.17 -5.14 -0.082
C -2.39 2.73 -3.89 -0.088
H -0.77 4.49 2.89 0.135
H -1.63 6.62 2.34 0.126
H -3.03 6.87 0.14 0.116
H -3.04 4.99 -1.47 0.105
H -4.52 2.95 1.13 0.094
H -6.67 2.14 1.98 0.115
H -7.72 0.07 0.90 0.107
H -6.63 -0.93 -1.06 0.098
H -4.53 0.10 -2.03 0.107
H -5.24 3.49 -2.10 0.115
H -6.03 3.97 -4.32 0.113
H -4.58 3.93 -6.31 0.132
H -2.18 3.12 -6.02 0.107
H -1.41 2.30 -3.78 0.076



# 4
20
Properties=species:S:1:pos:R:3:lowdin_charge:R:1 method="wB97M-V/def2-TZVPD" total_charge=+1 largest_force_ha_per_bohr=0.073 orbital_gap_ha=0.4339 e_tot_ha=-290.519792 relative_energy_kcal_mol=34.8 homo_energy_ev=-15.12 molar_mass_g_mol=92.16 e_lumo_ev=-3.3
C 0.42 -1.04 1.38 -0.039
C -0.05 0.06 0.47 -0.356
C 1.13 0.78 -0.32 -0.238
C 1.93 -0.02 -1.24 -0.083
N -0.96 1.09 1.03 0.205
H 0.77 -1.89 0.84 0.087
H 1.24 -0.88 2.07 0.096
H -0.40 -1.51 1.90 0.085
H -0.83 -0.40 -0.25 0.118
H 1.67 1.09 0.51 0.090
H 0.72 1.69 -0.74 0.112
H 1.19 -0.72 -1.63 0.079
H 2.65 -0.61 -0.53 0.128
H 2.43 0.48 -2.08 0.093
H -0.74 1.99 0.70 0.136
H -1.15 1.01 2.07 0.204
H -1.88 0.81 0.53 0.183
H -2.70 -0.12 -2.21 0.092
H -2.98 -1.29 -1.18 0.047
O -2.46 -0.51 -1.34 -0.039



# 5
16
Properties=species:S:1:pos:R:3:lowdin_charge:R:1 method="wB97M-V/def2-TZVPD" total_charge=+1 largest_force_ha_per_bohr=0.106 orbital_gap_ha=0.3891 e_tot_ha=-342.210747 relative_energy_kcal_mol=91.9 smiles="C[C@@H]1CC(=[NH2+])N1O" homo_energy_ev=-14.24 molar_mass_g_mol=101.13 e_lumo_ev=-3.7
C 0.57 -0.93 -0.69 -0.138
C -0.41 -1.20 0.41 0.038
C -0.99 0.36 0.23 -0.206
C -0.72 1.33 1.33 -0.034
N -0.05 0.36 -0.91 -0.084
N 1.68 -1.55 -0.99 0.267
O 0.22 1.34 -1.84 0.049
H -1.06 -1.89 0.02 0.093
H -0.15 -1.56 1.41 0.142
H -1.94 0.49 -0.15 0.122
H 0.38 1.29 1.57 0.110
H -1.31 1.09 2.19 0.085
H -0.79 2.40 1.02 0.098
H 1.90 -2.45 -0.58 0.154
H 2.31 -1.32 -1.68 0.117
H 0.36 2.25 -1.35 0.187